C3H17N2O3 | wB97M-V/def2-TZVPD

Calculated values
molar mass: 129.180 g/mol
energy above the lowest of the compared OMol25 structures with the same formula, charge and spin: 53.51 kcal/mol
HOMO-LUMO gap (spin up / spin down): 11.164 / 5.948 eV
multiplicity: 2
highest occupied orbital energy (spin up / spin down): -18.0 / -18.0 eV
<S²>: 0.756
net charge: +2

Each line ends with the Löwdin charge.
Geometry (Å):
N: -1.103 -0.988 0.601  0.176
C: -0.510 -0.621 -0.810  -0.060
C: 0.497 0.538 -0.678  -0.158
N: -0.058 1.655 0.037  0.083
C: 0.691 2.872 0.317  0.020
H: -1.998 -1.291 0.717  0.125
H: -0.603 -1.804 0.985  0.078
H: -1.008 -0.281 1.251  0.076
H: -0.087 -1.582 -1.243  0.164
H: -1.432 -0.462 -1.470  0.164
H: 1.501 0.148 -0.173  0.201
H: 1.054 0.632 -1.760  0.189
H: -1.095 1.817 -0.263  0.230
H: 0.790 2.818 1.367  0.109
H: 0.145 3.750 -0.126  0.154
H: 1.760 2.864 0.103  0.125
H: -0.697 -4.125 2.028  0.080
H: -1.397 -4.015 0.689  0.149
O: -0.693 -3.518 1.277  -0.075
H: 1.109 2.620 -3.719  0.049
H: 1.879 1.490 -3.275  0.076
O: 1.102 1.669 -3.939  -0.075
H: 0.551 -0.163 2.841  0.056
H: 0.534 -1.617 3.240  0.101
O: -0.027 -0.926 2.833  -0.037